# 1
11 unconnected molecules or ions with the total composition C27H69O11S. Source: OMol25; level of theory: ωB97M-V/def2-TZVPD.

The geometry in XYZ format:
```
108
Properties=species:S:1:pos:R:3:forces:R:3:lowdin_charge:R:1
S 1.8881 -0.5509 4.0902 -1.2 -1.2 -0.7 1.09
C 2.3200 0.2954 2.4955 1.1 1.5 -2.4 -0.36
O 1.2199 0.2672 1.5520 -0.1 -0.7 2.8 -0.15
C 0.0373 0.5022 2.3200 -2.7 2.2 1.5 -0.32
C -0.9931 -0.5318 2.5034 1.0 2.4 0.4 -0.01
C -2.1497 -0.2192 3.3409 1.9 1.5 -0.5 -0.03
C -2.2514 1.1084 3.9627 0.6 -0.5 -0.5 -0.05
C -1.2746 2.1824 3.7972 1.2 -2.6 -1.6 -0.03
C -0.1036 1.8793 2.9558 -1.5 -2.2 0.1 -0.02
H 1.2128 0.3040 4.9269 1.0 -0.1 -0.2 0.03
H 2.9822 -1.1233 4.6921 -0.2 1.1 -0.1 0.02
H 3.1705 -0.2341 1.9677 -0.8 0.1 1.0 0.12
H 2.6114 1.3734 2.6340 -0.3 -1.2 0.5 0.12
H -0.7965 -1.5009 1.9913 -0.5 0.8 0.6 0.12
H -2.8999 -1.0304 3.4893 0.6 1.1 0.0 0.12
H -3.1326 1.3095 4.6167 0.8 -0.2 -0.7 0.11
H -1.3388 3.1873 4.2845 -0.2 -1.2 -0.4 0.08
H 0.6807 2.6598 2.7891 -0.8 -0.8 0.1 0.12
C 1.3766 -3.6814 0.2318 0.0 0.0 0.1 -0.07
C 2.5152 -3.0603 1.0123 -0.3 0.1 -0.2 -0.30
O 2.9389 -1.8473 0.3951 0.4 0.2 0.2 -0.10
H 1.6852 -3.8879 -0.7942 0.0 -0.1 0.1 0.06
H 1.0486 -4.6139 0.6957 0.0 0.0 0.0 0.09
H 0.5245 -2.9963 0.1773 0.0 0.0 0.1 0.07
H 3.3688 -3.7395 1.0444 0.1 0.2 0.0 0.11
H 2.2080 -2.8396 2.0441 0.0 -0.2 0.1 0.09
H 2.1835 -1.2492 0.3826 -0.2 -0.1 -0.3 0.05
C 0.3335 3.7677 -1.6115 0.0 0.1 -0.1 -0.08
C -0.8995 4.0235 -0.7667 0.3 -0.2 0.0 -0.31
O -1.5887 2.8026 -0.5104 -0.2 -0.1 0.0 -0.09
H 0.0578 3.3007 -2.5592 0.0 0.1 0.0 0.08
H 0.8652 4.6983 -1.8191 0.0 -0.1 0.0 0.08
H 1.0153 3.0798 -1.1026 0.0 0.1 0.0 0.07
H -1.5861 4.6923 -1.2868 -0.1 -0.1 0.1 0.10
H -0.6274 4.4822 0.1898 0.0 0.2 -0.1 0.11
H -0.9798 2.2219 -0.0380 -0.1 0.0 0.0 0.07
C 3.4557 -7.0835 1.4665 0.1 0.1 0.0 -0.09
C 3.2815 -6.5877 2.8887 -0.1 -0.5 -0.2 -0.32
O 1.9301 -6.7482 3.3135 -0.1 0.3 0.1 -0.09
H 2.7963 -6.5391 0.7872 0.1 0.0 0.0 0.06
H 4.4867 -6.9558 1.1327 -0.1 0.0 -0.1 0.08
H 3.1898 -8.1410 1.3897 0.1 0.0 0.0 0.08
H 3.5277 -5.5259 2.9562 -0.1 0.0 0.1 0.10
H 3.9333 -7.1374 3.5752 0.2 0.1 0.0 0.11
H 1.7183 -7.6877 3.2625 0.0 0.1 0.0 0.08
C 5.6833 -3.4085 -1.4766 0.1 0.1 0.0 -0.09
C 5.3817 -4.7477 -2.1193 -0.3 0.3 0.2 -0.30
O 4.4770 -5.4919 -1.3069 0.1 -0.2 0.1 -0.10
H 6.1178 -3.5486 -0.4832 0.0 -0.1 -0.1 0.08
H 6.3785 -2.8312 -2.0875 -0.1 0.0 0.0 0.05
H 4.7649 -2.8287 -1.3448 0.0 0.0 -0.1 0.06
H 6.2955 -5.3328 -2.2294 -0.1 -0.1 0.1 0.12
H 4.9359 -4.6140 -3.1099 0.2 0.1 -0.1 0.11
H 3.6673 -4.9733 -1.2229 0.0 -0.2 -0.1 0.05
C -4.7671 0.4831 -2.8338 -0.1 -0.1 -0.1 -0.09
C -5.3273 1.5451 -1.9080 0.3 0.0 -0.1 -0.31
O -4.5461 1.6202 -0.7166 0.0 0.0 0.3 -0.10
H -4.7614 -0.4911 -2.3397 -0.1 0.0 0.0 0.07
H -5.3589 0.4109 -3.7486 0.1 0.0 0.0 0.08
H -3.7310 0.7113 -3.1023 0.0 0.1 -0.1 0.07
H -6.3529 1.3033 -1.6249 0.1 0.0 0.1 0.12
H -5.3249 2.5246 -2.3917 -0.2 -0.1 -0.1 0.09
H -3.6411 1.8438 -0.9750 -0.1 0.1 0.2 0.05
C 6.4496 -0.1900 -5.8512 -0.1 0.1 0.0 -0.09
C 6.7174 -0.7279 -4.4588 0.2 -0.1 -0.4 -0.32
O 6.5660 -2.1442 -4.4342 -0.1 -0.1 0.1 -0.10
H 5.4404 -0.4527 -6.1751 0.0 0.0 0.1 0.08
H 6.5567 0.8963 -5.8781 0.0 0.0 -0.1 0.07
H 7.1417 -0.6285 -6.5747 0.1 0.1 0.0 0.07
H 6.0110 -0.3043 -3.7433 0.0 -0.2 0.0 0.11
H 7.7319 -0.4762 -4.1332 0.0 0.2 0.0 0.11
H 7.1986 -2.5157 -5.0607 -0.1 0.0 0.1 0.09
C -0.9196 -6.0523 -3.4890 -0.1 -0.1 0.0 -0.09
C -0.1606 -5.2535 -2.4478 0.1 -0.1 -0.4 -0.33
O 1.2143 -5.6285 -2.4390 0.1 0.1 0.2 -0.10
H -0.8369 -7.1216 -3.2853 0.0 0.1 0.1 0.08
H -1.9759 -5.7763 -3.5000 0.0 0.0 -0.1 0.08
H -0.5026 -5.8835 -4.4853 -0.1 0.1 0.0 0.08
H -0.5673 -5.4410 -1.4529 0.2 0.0 0.0 0.11
H -0.2310 -4.1795 -2.6530 -0.2 0.0 0.1 0.11
H 1.5693 -5.4515 -3.3187 0.0 -0.1 0.1 0.09
C -2.3378 6.5418 6.7149 -0.1 0.0 0.0 -0.09
C -1.0142 5.8700 6.4091 -0.2 0.3 -0.1 -0.30
O -1.1435 5.0049 5.2790 0.1 -0.2 -0.2 -0.12
H -3.1086 5.7951 6.9160 0.1 0.0 0.1 0.08
H -2.2505 7.1999 7.5810 0.0 0.0 -0.1 0.08
H -2.6791 7.1311 5.8596 0.1 0.1 0.1 0.08
H -0.6876 5.2660 7.2562 0.0 -0.1 -0.2 0.11
H -0.2403 6.6132 6.1962 0.0 0.0 0.1 0.11
H -1.4235 5.5453 4.5296 0.0 0.0 0.1 0.09
C -6.7618 4.3784 1.0302 0.0 0.1 -0.1 -0.09
C -6.4646 3.8264 2.4096 0.1 -0.2 -0.4 -0.33
O -6.6064 2.4100 2.4163 0.0 -0.1 0.2 -0.09
H -7.7750 4.1142 0.7206 0.0 0.1 0.1 0.08
H -6.6608 5.4661 1.0128 0.0 0.0 0.0 0.07
H -6.0794 3.9500 0.2907 0.1 0.1 0.1 0.06
H -7.1582 4.2364 3.1450 0.0 -0.2 0.0 0.11
H -5.4439 4.0798 2.7183 0.0 0.2 0.0 0.10
H -5.9831 2.0525 1.7695 -0.1 0.1 0.0 0.07
C -2.9525 5.4213 -4.6580 0.0 0.1 0.0 -0.09
C -3.9576 4.7137 -3.7696 0.3 -0.2 -0.2 -0.32
O -4.5113 3.5879 -4.4424 -0.1 0.0 0.0 -0.09
H -3.4263 5.7499 -5.5848 0.0 0.0 0.1 0.08
H -2.5272 6.2910 -4.1521 0.0 0.0 0.0 0.07
H -2.1393 4.7450 -4.9368 0.0 0.0 0.1 0.07
H -4.7776 5.3847 -3.5114 -0.1 -0.2 0.0 0.12
H -3.4842 4.3722 -2.8415 0.0 0.2 0.1 0.09
H -3.7841 2.9927 -4.6606 -0.1 0.1 0.0 0.08
```
Positions in Å, forces in eV/Å.

As for the charge: +1. The value obtained for the HOMO energy is -11.50 eV. For the frontier orbital gap, the calculation gives 7.8 eV. The LUMO energy is -3.73 eV.

***

# 2
A molecular structure, C26H26Cl2N6RhS. Source: OMol25; level of theory: ωB97M-V/def2-TZVPD.

The geometry in XYZ format:
```
62
Properties=species:S:1:pos:R:3:forces:R:3:mulliken_spin:R:1
Rh -0.7537 -0.3318 0.3785 -0.5 0.4 -1.4 2.13
C 2.9839 1.3311 1.7085 0.0 0.2 0.4 -0.01
C 2.6611 1.6500 3.0252 0.1 -0.1 -0.5 0.02
C 1.3339 1.8339 3.3617 -0.4 0.0 -0.2 -0.01
C 0.3533 1.6408 2.3892 1.1 -0.1 -0.5 0.07
N 0.6706 1.3132 1.1146 0.3 0.6 0.5 0.03
C 1.9629 1.1999 0.7891 -0.2 0.2 0.0 0.00
C -1.0780 1.6888 2.6758 -1.0 -0.2 -0.2 -0.04
C -1.6555 2.4253 3.7013 -0.1 0.0 0.0 -0.01
C -3.0314 2.3764 3.8746 0.2 -0.1 -0.3 0.01
C -3.7973 1.6064 3.0162 0.1 -0.1 -0.1 -0.01
C -3.1699 0.9087 1.9863 1.0 0.7 0.6 0.02
N -1.8316 0.9518 1.8370 -0.5 0.3 1.0 0.03
C -3.8644 0.1257 0.9756 -0.6 -0.8 -1.0 0.01
C -5.2577 0.0823 0.8644 0.5 0.2 0.3 0.00
C -5.8350 -0.7033 -0.1098 0.3 -0.3 -0.3 0.00
C -5.0064 -1.4074 -0.9762 -0.3 0.2 0.3 0.00
C -3.6363 -1.2800 -0.8384 -0.1 -0.1 -0.1 0.00
N -3.0690 -0.5476 0.1140 -0.5 0.2 0.4 0.01
H 4.0079 1.1819 1.4016 0.0 0.0 0.0 0.00
H 3.4349 1.7421 3.7706 0.1 0.0 0.1 0.00
H 1.0519 2.0763 4.3743 0.0 0.0 0.1 0.00
H 2.1741 0.9766 -0.2494 -0.1 -0.1 0.1 0.02
H -1.0468 3.0415 4.3407 0.1 0.1 0.1 0.00
H -3.5048 2.9490 4.6555 0.0 0.0 0.1 0.00
H -4.8652 1.5555 3.1515 -0.1 0.0 0.0 0.00
H -5.8757 0.6750 1.5218 0.0 0.0 0.1 0.00
H -6.9083 -0.7688 -0.2006 -0.1 0.0 0.0 0.00
H -5.4242 -2.0309 -1.7474 0.0 -0.1 -0.1 0.00
H -2.9696 -1.7828 -1.5248 0.0 0.0 0.0 0.00
C -0.0645 2.4280 -4.2984 0.2 0.0 0.2 0.00
C 0.9048 2.2733 -3.1266 0.0 0.1 -0.5 0.00
N 0.5988 1.0872 -2.3458 0.1 0.2 0.4 -0.01
C 0.6055 -0.1915 -2.7499 -0.6 -0.3 0.1 -0.01
S -0.5184 -1.2484 -2.0293 -0.2 -0.2 0.0 0.16
N 1.3849 -0.7165 -3.6938 0.0 0.0 -0.2 0.02
C 2.5207 -0.1545 -4.4028 0.4 0.3 0.1 0.00
C 3.7282 0.0727 -3.4947 -0.1 0.0 -0.2 0.00
H 0.1894 3.3081 -4.8833 0.0 0.1 -0.1 0.00
H -1.0857 2.5314 -3.9365 -0.1 0.0 0.0 0.00
H -0.0267 1.5555 -4.9489 0.0 0.0 -0.1 0.00
H 0.8150 3.1253 -2.4506 0.1 -0.1 0.0 0.00
H 1.9331 2.2425 -3.4860 0.0 0.1 0.1 0.00
H -0.1059 1.2363 -1.6182 0.4 -0.2 -0.4 0.00
H 1.2544 -1.7126 -3.8006 -0.1 0.1 0.1 0.00
H 2.2327 0.7753 -4.8997 0.0 -0.1 0.0 0.00
H 2.7893 -0.8727 -5.1779 -0.1 0.1 0.0 0.00
H 3.4828 0.7305 -2.6656 0.0 0.1 0.1 0.00
H 4.5346 0.5244 -4.0676 0.1 0.0 0.0 0.00
H 4.0816 -0.8661 -3.0765 0.0 -0.1 0.0 0.00
Cl 3.6454 -1.8496 -0.1701 0.3 0.2 -0.3 0.02
C 2.7147 -2.7250 0.9701 -0.4 -0.2 0.3 0.19
C 3.2535 -3.7932 1.6430 0.1 0.0 0.0 -0.10
C 2.4754 -4.5134 2.5438 -0.1 0.1 -0.1 0.21
C 1.1401 -4.1781 2.7611 -0.1 0.0 0.1 -0.10
C 0.5955 -3.1081 2.0974 0.3 0.3 -0.4 0.21
Cl -1.0394 -2.5942 2.2699 -0.4 -0.6 0.6 0.04
C 1.3553 -2.3190 1.1683 0.9 -1.2 0.5 0.02
N 0.8287 -1.3254 0.5413 0.0 0.2 0.2 1.02
H 4.2767 -4.0805 1.4495 0.1 0.0 0.0 0.00
H 2.9074 -5.3541 3.0615 0.0 -0.1 0.1 0.02
H 0.5386 -4.7673 3.4357 -0.1 0.0 0.1 0.00
```
Positions in Å, forces in eV/Å.

As for the charge: +1. The energy above the lowest of the compared OMol25 structures with the same formula, charge and spin is 136.9 kJ/mol. The value obtained for the HOMO energy (spin up / spin down) is -9.58 / -10.25 eV. As for the spin multiplicity: 5. For the frontier orbital gap (spin up / spin down), the calculation gives 6.6 / 6.9 eV. The LUMO energy (spin up / spin down) is -2.94 / -3.38 eV.

***

# 3
A single C4H9NOS molecule. Source: OMol25; level of theory: ωB97M-V/def2-TZVPD.

The geometry in XYZ format:
```
16
Properties=species:S:1:pos:R:3:forces:R:3:lowdin_charge:R:1
O -2.2941 -0.3551 -2.3663 -0.2 -1.2 -0.5 0.07
C -1.5532 -0.6481 -1.4712 1.4 2.7 1.6 -0.33
N -0.1357 -0.6779 -1.5166 -0.2 -1.7 -0.7 -0.03
C 0.5987 0.4886 -1.0269 -1.4 0.5 0.1 -0.22
C 0.1153 0.9327 0.3593 0.3 -0.9 0.7 -0.26
C 0.5866 -0.2372 1.3166 0.7 1.5 0.6 -0.57
S -0.1302 -0.1253 3.0022 -0.1 -0.1 0.0 0.66
H -1.8277 -0.5800 -0.3972 -0.7 -0.6 -0.4 0.13
H 0.1819 -1.1111 -2.3775 0.2 0.6 -0.1 0.12
H 0.4453 1.2933 -1.7679 0.5 0.0 0.4 0.13
H 1.6565 0.3067 -0.7979 -0.1 -0.4 -0.9 0.12
H -0.9266 1.1873 0.5423 -0.3 -0.3 -0.6 0.09
H 0.6249 1.8892 0.5095 0.3 -0.3 0.6 0.11
H 1.6649 -0.0446 1.4412 -0.3 -0.5 -0.1 0.07
H 0.4061 -1.2263 0.9071 -0.1 0.2 -0.2 0.06
H 0.5873 -1.0921 3.6433 -0.2 0.4 -0.5 -0.14
```
Positions in Å, forces in eV/Å.

As for the charge: 0. The energy above the lowest of the compared OMol25 structures with the same formula, charge and spin is 175.6 kJ/mol. The value obtained for the HOMO energy is -9.13 eV. Its structure (SMILES) is O=CNCCCS. For the frontier orbital gap, the calculation gives 9.9 eV. The LUMO energy is 0.82 eV.